This record from the Open Molecules 2025 dataset describes 2 unconnected molecules or ions with the total composition C4H12N2O in a non-equilibrium geometry. The level of theory is the ωB97M-V functional and the def2-TZVPD basis.

Results
HOMO energy: -6.860 eV
frontier orbital gap: 7.634 eV
molar mass: 104.15 g mol⁻¹
LUMO energy: 0.77 eV
ΔE to the lowest compared entry with this formula, charge and spin: 109.77 kcal per mole

Element x y z (Å)
1 H -0.387 -0.113 -1.681
2 C 1.627 -1.028 -0.992
3 H -2.008 1.778 0.247
4 H 0.587 -1.069 1.683
5 H -1.432 -1.630 0.209
6 O -0.674 -1.791 -0.381
7 C 0.104 0.402 0.385
8 H 2.079 -1.478 -0.109
9 N 0.736 1.601 0.153
10 H 2.212 -0.186 -1.362
11 C -1.994 0.693 0.094
12 H -2.487 0.222 0.950
13 H -2.613 0.549 -0.799
14 H 1.417 1.936 0.817
15 H 0.513 2.043 -0.727
16 H 1.514 -1.784 -1.769
17 H 0.704 0.488 2.338
18 C -0.167 -0.525 -0.705
19 N 0.268 -0.110 1.649

---

This record from the Open Molecules 2025 dataset describes 2 unconnected molecules or ions with the total composition C4H12N2O. The level of theory is the ωB97M-V functional and the def2-TZVPD basis.

Results
HOMO energy: -9.438 eV
frontier orbital gap: 10.241 eV
molar mass: 104.15 g mol⁻¹
LUMO energy: 0.80 eV
ΔE to the lowest compared entry with this formula, charge and spin: 14.32 kcal per mole
SMILES string: CC(N)=O.CNC

Element x y z (Å)
1 H 0.400 -0.902 0.318
2 H -1.898 0.039 -0.620
3 C -1.234 -0.655 -2.427
4 H 0.360 1.394 2.484
5 H -0.680 1.861 -1.694
6 N -1.019 -0.151 -1.078
7 C 1.513 -0.297 1.939
8 H 0.397 0.144 3.713
9 C 0.316 0.315 2.642
10 N 1.203 -1.129 0.896
11 H -1.316 0.153 -3.162
12 H 2.013 -1.446 0.375
13 H -0.625 -0.077 2.262
14 C -0.213 1.068 -1.097
15 O 2.653 -0.074 2.288
16 H -0.425 -1.317 -2.736
17 H -0.050 1.438 -0.088
18 H -2.156 -1.233 -2.472
19 H 0.761 0.870 -1.544

---

This record from the Open Molecules 2025 dataset describes a single C4H12N2O molecule in a non-equilibrium geometry. The level of theory is the ωB97M-V functional and the def2-TZVPD basis.

Results
HOMO energy: -8.765 eV
frontier orbital gap: 9.675 eV
molar mass: 104.15 g mol⁻¹
LUMO energy: 0.91 eV
ΔE to the lowest compared entry with this formula, charge and spin: 44.95 kcal per mole
SMILES string: NCCNCCO

Element x y z (Å)
1 H -0.202 0.194 1.767
2 H 1.917 -0.429 -0.695
3 H -1.648 -1.956 0.175
4 H -2.592 -0.526 0.746
5 H -1.411 0.935 -0.476
6 H 3.226 1.664 -0.548
7 H -0.002 -0.512 -2.071
8 C -0.435 -0.247 0.792
9 C 0.270 0.436 -1.579
10 H 0.529 -0.748 0.589
11 O -1.830 -1.648 2.201
12 H -1.019 -2.148 2.391
13 H 2.322 0.269 -2.296
14 C -1.686 -1.121 0.883
15 N -0.437 0.713 -0.334
16 C 1.779 0.430 -1.368
17 H -0.110 1.229 -2.220
18 N 2.239 1.645 -0.720
19 H 1.710 1.876 0.091